No. 1
{
  "formula": "C16H18N2O5S",
  "method": "ωB97M-V with the def2-TZVPD basis set",
  "symbols": ["C", "C", "H", "H", "O", "C", "O", "C", "C", "C", "S", "C", "N", "N", "C", "O", "C", "O", "C", "C", "C", "C", "C", "C", "H", "H", "O", "C", "H", "H", "H", "H", "H", "H", "H", "H", "H", "H", "H", "H", "H", "H"],
  "positions_angstrom": [[2.551459, -2.090458, -4.462137], [1.195864, -1.415266, -4.315878], [0.659683, -1.396929, -5.266697], [1.318650, -0.395832, -3.935880], [0.343731, -2.140476, -3.424714], [0.499828, -1.927764, -2.117893], [1.299746, -1.162274, -1.648300], [-0.512945, -2.730897, -1.322431], [-1.574856, -1.768523, -0.884664], [-2.470231, -1.138679, -1.693614], [-3.413586, 0.003242, -0.806147], [-2.510739, -0.474763, 0.604562], [-1.619091, -1.385954, 0.418994], [-2.696090, 0.155763, 1.808743], [-3.280972, 1.387044, 1.872028], [-3.972393, 1.821899, 0.978280], [-2.967045, 2.173168, 3.140998], [-1.838808, 1.720837, 3.841139], [-0.622557, 1.668227, 3.181315], [-0.403604, 2.071215, 1.873808], [0.826709, 1.855021, 1.271289], [1.862406, 1.254549, 1.975219], [1.653333, 0.909097, 3.313293], [0.427517, 1.104733, 3.904811], [0.251567, 0.814415, 4.928366], [2.467746, 0.465479, 3.862896], [3.090616, 0.973864, 1.470162], [3.288779, 1.107265, 0.079087], [2.579374, 0.493849, -0.483148], [3.213343, 2.152399, -0.238660], [4.301326, 0.751749, -0.105186], [0.953153, 2.151315, 0.242882], [-1.182400, 2.542480, 1.292995], [-2.884238, 3.233009, 2.863934], [-3.803819, 2.070304, 3.839599], [-2.105824, -0.162244, 2.567929], [-2.612589, -1.271690, -2.746272], [-0.035985, -3.143440, -0.434972], [-0.924505, -3.518017, -1.952432], [2.425996, -3.116845, -4.798183], [3.070385, -2.091511, -3.506778], [3.151063, -1.549361, -5.188344]],
  "forces_ev_per_a": [[-0.371, 0.055, 0.172], [0.409, 0.304, -0.146], [0.031, 0.028, 0.137], [-0.085, -0.132, -0.110], [-0.203, -0.260, -0.298], [-0.047, -0.213, 0.327], [0.128, 0.041, 0.020], [0.112, 0.165, -0.138], [-0.474, 0.138, -0.482], [-0.033, -0.066, 0.311], [0.520, -0.486, -0.058], [-0.465, 0.254, -0.886], [0.262, -0.072, 0.752], [-0.131, -0.109, 0.460], [0.144, -0.158, 0.466], [-0.133, 0.302, 0.122], [-0.176, 0.299, -0.049], [0.170, -0.189, 0.051], [0.270, 0.098, -0.036], [-0.284, 0.074, 0.341], [0.402, -0.087, -0.085], [-0.189, 0.049, 0.087], [0.077, 0.027, -0.227], [-0.244, 0.097, -0.091], [-0.005, -0.053, 0.134], [0.098, -0.069, 0.073], [-0.003, -0.023, 0.311], [-0.006, -0.004, -0.231], [0.025, 0.052, 0.030], [0.003, -0.019, 0.017], [-0.063, 0.044, -0.040], [0.043, 0.003, -0.109], [-0.069, 0.036, -0.069], [-0.019, -0.177, -0.048], [0.070, 0.045, -0.161], [-0.023, 0.129, -0.133], [-0.006, -0.047, -0.282], [0.025, -0.016, -0.091], [0.047, -0.025, 0.086], [0.030, -0.081, -0.064], [0.073, 0.003, 0.030], [0.092, 0.041, -0.090]],
  "e_tot_ev": -40937.2136,
  "homo_ev": -8.04,
  "smiles": "CCOC(=O)Cc1csc(NC(=O)COc2ccc(OC)cc2)n1",
  "e_above_lowest_kcal_mol": 55.8,
  "lumo_ev": 0.685,
  "gap_ev": 8.73
}

=====

No. 2
{
  "formula": "C2H4ClNO2",
  "method": "ωB97M-V with the def2-TZVPD basis set",
  "symbols": ["C", "C", "N", "O", "O", "Cl", "H", "H", "H", "H"],
  "positions_angstrom": [[0.339764, 0.424726, -0.011356], [-0.119829, -1.004534, 0.119097], [-0.493524, 1.418441, -0.079024], [1.645692, 0.693999, 0.169046], [-1.833071, 1.088943, -0.188199], [3.150747, -0.351666, -0.036435], [0.399633, -1.402448, 1.027238], [-1.207860, -1.229132, 0.121355], [0.142282, -1.661722, -0.704309], [-2.023831, 2.023394, -0.417409]],
  "forces_ev_per_a": [[-3.141, -1.539, -0.334], [0.112, -1.056, 0.423], [4.012, -0.864, -0.111], [2.474, 1.091, 0.517], [0.070, 1.147, -0.244], [-3.055, 0.893, -0.077], [-0.677, 0.091, -0.641], [0.596, 1.038, 0.637], [0.855, 0.204, -0.332], [-1.247, -1.006, 0.162]],
  "e_tot_ev": -20241.6396,
  "homo_ev": [-9.24, -9.24],
  "smiles": "C/C(=N\\O)OCl",
  "e_above_lowest_kcal_mol": 105.7,
  "lumo_ev": [-1.968, -1.969],
  "gap_ev": [7.27, 7.27]
}

=====

No. 3
{
  "formula": "C20H15Cl5CuN2O4",
  "method": "ωB97M-V with the def2-TZVPD basis set",
  "symbols": ["Cu", "C", "O", "C", "C", "C", "C", "C", "C", "N", "N", "C", "C", "O", "C", "C", "C", "C", "C", "C", "C", "C", "H", "H", "H", "H", "H", "H", "H", "H", "H", "H", "H", "H", "H", "Cl", "C", "Cl", "H", "H", "Cl", "C", "Cl", "Cl", "C", "O", "O"],
  "positions_angstrom": [[1.053924, -1.054521, -0.176519], [2.637113, -1.828210, -2.585780], [2.602599, -0.750018, -1.628040], [2.507400, 0.531895, -2.147901], [3.481318, 1.052308, -2.980212], [3.352197, 2.357045, -3.429666], [2.263352, 3.126989, -3.036760], [1.296981, 2.604833, -2.195493], [1.416794, 1.295991, -1.742436], [0.497011, 0.652903, -0.868380], [-0.512623, 1.345495, -0.534829], [-1.504581, 0.811866, 0.201675], [-1.644518, -0.585223, 0.446635], [-0.778539, -1.470390, 0.137695], [-2.873241, -1.047935, 1.040828], [-3.833229, -0.181625, 1.419879], [-3.702073, 1.237136, 1.238522], [-4.713600, 2.114603, 1.661546], [-4.584608, 3.469281, 1.480441], [-3.427825, 3.971490, 0.871383], [-2.425284, 3.127944, 0.455150], [-2.543825, 1.738836, 0.624864], [3.483548, -1.700344, -3.257666], [1.706161, -1.847085, -3.154929], [2.757513, -2.733883, -1.997960], [4.333528, 0.446605, -3.257065], [4.108201, 2.776295, -4.079378], [2.170030, 4.145969, -3.387145], [0.445447, 3.191667, -1.884356], [-2.972037, -2.116516, 1.175130], [-4.741687, -0.552565, 1.881120], [-5.598254, 1.703288, 2.132770], [-5.364860, 4.143125, 1.807266], [-3.317021, 5.039063, 0.730599], [-1.532644, 3.529150, -0.002512], [1.145995, -5.281491, 2.706094], [-0.469787, -5.207966, 2.006134], [-0.439706, -4.909002, 0.264004], [-1.008903, -4.393632, 2.476858], [-0.962055, -6.157965, 2.175797], [2.586086, 0.196144, 1.832099], [2.404475, -1.422214, 2.616672], [0.705990, -1.614386, 3.093428], [3.427093, -1.477314, 4.029952], [2.793926, -2.514629, 1.548608], [3.701094, -3.264038, 1.804848], [2.073124, -2.498968, 0.487033]],
  "forces_ev_per_a": [[0.074, 0.117, -0.190], [0.124, 0.029, 0.032], [-0.083, 0.048, 0.069], [0.021, -0.036, 0.000], [-0.046, 0.019, -0.005], [0.006, -0.004, 0.004], [0.000, 0.011, -0.010], [0.008, -0.003, -0.011], [-0.021, -0.115, 0.082], [0.054, 0.324, -0.197], [-0.062, -0.244, 0.125], [0.036, 0.206, -0.098], [0.001, -0.220, -0.005], [0.008, 0.008, 0.199], [0.022, 0.075, -0.009], [-0.008, -0.003, -0.006], [-0.032, -0.059, 0.032], [0.002, 0.023, -0.010], [0.022, -0.019, -0.006], [-0.025, 0.029, 0.008], [0.009, -0.019, -0.007], [0.002, 0.013, -0.005], [-0.006, -0.021, 0.001], [0.006, -0.008, -0.006], [-0.026, -0.005, -0.010], [0.003, 0.005, -0.006], [0.001, 0.003, 0.000], [-0.001, 0.001, -0.003], [-0.001, 0.006, 0.000], [0.004, -0.008, 0.000], [-0.002, 0.001, 0.001], [-0.001, -0.001, 0.003], [-0.001, 0.005, 0.001], [-0.003, 0.002, 0.002], [0.004, -0.003, -0.001], [0.040, -0.020, 0.000], [-0.038, 0.019, 0.021], [-0.032, -0.044, -0.047], [0.021, 0.016, -0.007], [0.002, 0.008, 0.005], [-0.008, -0.046, 0.024], [0.018, 0.119, 0.010], [-0.024, 0.004, 0.001], [0.029, -0.010, 0.018], [0.014, -0.242, -0.109], [-0.016, 0.087, 0.025], [-0.096, -0.047, 0.086]],
  "e_tot_ev": -139405.1511,
  "homo_ev": [-8.16, -8.13],
  "e_above_lowest_kcal_mol": 7.6,
  "lumo_ev": [-1.198, -1.177],
  "spin_multiplicity": 2,
  "gap_ev": [6.96, 6.95]
}

=====

No. 4
{
  "formula": "C4H3IN2",
  "method": "ωB97M-V with the def2-TZVPD basis set",
  "symbols": ["C", "C", "C", "C", "N", "N", "I", "H", "H", "H"],
  "positions_angstrom": [[-1.885590, -0.187769, -1.220464], [0.004029, -1.354604, -0.312919], [-0.389453, 0.859461, 0.476192], [-0.776081, -0.176926, -0.311686], [-2.800753, -0.298290, -1.880434], [0.513173, -2.380446, -0.257814], [3.098190, 0.857079, 1.638107], [2.850352, -0.117095, 0.390206], [0.429778, 1.085761, 1.094107], [-1.043642, 1.712829, 0.384707]],
  "forces_ev_per_a": [[1.104, 0.277, 1.508], [0.058, -1.145, 0.087], [-2.798, 0.325, -2.138], [1.514, 1.383, 1.102], [-1.409, -0.031, -1.216], [0.417, -0.116, -0.067], [0.280, 0.038, 0.114], [-0.002, -0.084, -0.053], [1.046, -0.926, 0.599], [-0.208, 0.279, 0.065]],
  "e_tot_ev": -15275.2485,
  "homo_ev": -10.60,
  "smiles": "C=C(C#N)C#N.I",
  "e_above_lowest_kcal_mol": 16.6,
  "lumo_ev": -0.920,
  "gap_ev": 9.68
}